Record 1
Formula: CH4O2PS
Source: the OMol25 dataset
Level of theory: wB97M-V/def2-TZVPD

Each line ends with the Mulliken charge.
Geometry (Å):
C  -0.06  0.72  1.22  -0.8788
O  1.93  -0.15  -1.21  -0.6213
O  -0.64  0.12  -1.71  -0.4877
P  0.56  -0.63  -0.79  0.5710
S  -0.02  -2.46  -0.49  -0.5359
H  0.61  1.61  1.10  0.2339
H  -1.16  0.93  1.11  0.1985
H  0.27  0.18  2.20  0.2160
H  -1.48  -0.31  -1.45  0.3043

Orbital gap (Eh): 0.2792
DFT total energy (eV): -25323.3060
Net charge: -1
Energy relative to the best compared isomer or geometry (same formula, charge and spin) (kJ/mol): 191.2


Record 2
Formula: C8H10FN
Source: the OMol25 dataset
Level of theory: wB97M-V/def2-TZVPD

Each line ends with the Mulliken charge.
Geometry (Å):
C  1.89  0.50  -1.15  -1.2127
C  1.40  -0.14  0.32  0.7667
N  1.89  0.66  1.37  -0.5633
F  1.93  -1.44  0.37  -0.4084
C  -0.10  -0.19  0.28  0.1372
C  -0.81  0.98  0.50  -0.4018
C  -2.19  0.99  0.37  -0.5463
C  -2.87  -0.16  0.02  -0.4002
C  -2.16  -1.34  -0.17  -0.4818
C  -0.79  -1.36  -0.05  -0.4291
H  1.44  1.47  -1.26  0.3197
H  1.55  -0.19  -1.93  0.3496
H  2.97  0.56  -1.15  0.3676
H  1.52  0.36  2.27  0.2597
H  2.90  0.64  1.41  0.2754
H  -0.28  1.88  0.77  0.4095
H  -2.74  1.91  0.53  0.3842
H  -3.94  -0.15  -0.10  0.3750
H  -2.69  -2.25  -0.43  0.3805
H  -0.23  -2.27  -0.21  0.4184

Orbital gap (Eh): 0.3769
DFT total energy (eV): -12666.1430
Net charge: 0
Energy relative to the best compared isomer or geometry (same formula, charge and spin) (kJ/mol): 0.0
Structure (SMILES): C[C@](N)(F)c1ccccc1


- Among the records above, which one has the highest DFT total energy?
  C8H10FN


- The highest DFT total energy belongs to which entry?
  C8H10FN


- Which formula does entry 1 have?
  CH4O2PS


- Look up the orbital gap of the second one.
  0.3769 Eh